Record 1
Entry from the Open Molecules 2025 dataset: one molecule with the formula C9H8N4O3S2 in a non-equilibrium geometry (ωB97M-V/def2-TZVPD).

## Properties
- Energy relative to the best compared isomer or geometry (same formula, charge and spin): 1.3895 eV
- Highest occupied orbital energy: -0.3220 Ha
- HOMO-LUMO gap: 6.82 eV
- E_tot: -1588.67607 Eh
- Multiplicity: 1

Geometry as XYZ:
```
26
Properties=species:S:1:pos:R:3:forces:R:3:lowdin_charge:R:1
O -1.4504 -2.5044 1.4329 1.0 3.1 -1.5 -0.31
O -2.5525 -0.3143 1.6611 1.7 0.1 -1.3 -0.31
S 0.1916 3.3811 -5.4764 0.3 -0.2 -0.7 0.77
C 0.5658 2.0898 -4.6892 -0.7 0.4 1.7 -0.70
N 0.7454 1.2443 -3.8497 0.8 1.9 -3.7 0.10
N 1.7352 -1.1530 -2.9398 -1.6 -1.1 2.9 0.20
N 0.9959 -2.1195 -0.9383 0.8 -1.0 -1.3 0.19
O 1.8313 -2.2757 -2.0584 -1.5 2.4 0.7 -0.05
C -0.7459 1.3794 -1.8550 1.7 0.5 -2.2 0.06
C -1.1565 0.7723 -0.6386 -0.1 0.4 -1.2 -0.05
C 0.2545 0.7789 -2.7303 -3.0 1.0 3.7 -0.21
C -0.6222 -0.4191 -0.2957 -2.8 0.3 2.6 -0.22
C 0.7940 -0.4309 -2.3100 0.8 -1.0 -0.7 -0.20
C 0.2987 -1.0121 -1.1151 3.2 -2.4 -1.2 -0.24
N -0.0939 -0.4492 2.3748 -2.1 0.1 -0.6 -0.35
C 1.2253 -0.9889 2.4153 1.4 -0.5 0.8 -0.13
C -0.4691 0.4923 3.4085 -1.6 0.9 -0.6 -0.11
S -1.3410 -1.0296 1.2681 0.8 -2.3 4.1 0.78
H -1.1691 2.3831 -2.0976 0.4 -1.0 0.0 0.13
H -1.9656 1.2296 -0.0641 0.4 -0.2 -0.1 0.13
H 1.7993 -0.8381 3.4201 -1.5 0.0 -1.6 0.12
H 1.2194 -2.0877 2.2829 0.2 0.6 -0.4 0.09
H 1.7638 -0.4126 1.6642 0.9 -0.7 -0.2 0.07
H -1.1367 0.0176 4.0777 -0.8 -0.5 1.0 0.07
H 0.3237 0.8993 4.0105 0.9 -0.2 -0.3 0.08
H -1.0409 1.3674 3.0418 0.4 -0.4 -0.2 0.09
```
Positions in Å, forces in eV/Å.

Record 2
Entry from the Open Molecules 2025 dataset: C19H46NO5P2S as an isolated structure in a non-equilibrium geometry (ωB97M-V/def2-TZVPD).

## Properties
- Energy relative to the best compared isomer or geometry (same formula, charge and spin): 2.9230 eV
- Highest occupied orbital energy: -0.3911 Ha
- Total charge: +1
- HOMO-LUMO gap: 8.53 eV
- E_tot: -2263.10991 Eh
- Multiplicity: 1

Geometry as XYZ:
```
74
Properties=species:S:1:pos:R:3:forces:R:3:lowdin_charge:R:1
N 4.0866 -6.2457 -1.6650 -0.2 0.7 -0.5 -0.05
C 3.4776 -5.0442 -2.3524 -1.5 0.3 0.2 -0.28
C 4.1291 -3.5979 -1.9374 -0.1 0.2 -0.2 -0.18
C 5.7469 -3.4704 -2.1681 -0.9 1.6 -1.7 -0.24
O 6.5635 -4.4496 -1.4344 -1.0 2.6 1.7 -0.38
S 7.0361 -3.8842 0.1028 3.0 2.5 -0.5 1.01
O 7.8739 -2.5524 -0.0040 -3.6 -4.5 -0.1 -0.50
O 5.6216 -3.4919 1.0343 0.2 1.7 -0.7 -0.61
P 5.4297 -1.7478 1.0913 0.2 1.5 0.9 0.92
O 6.1994 -1.2995 2.6269 -3.3 -2.5 -1.4 -0.31
O 3.6868 -1.5160 1.3212 2.0 -3.2 1.4 -0.36
H 4.0494 -6.1855 -0.6240 -0.2 -0.2 -1.4 0.07
H 3.7293 -7.1547 -2.0317 0.3 1.3 0.7 0.08
H 3.4691 -5.1703 -3.5325 0.4 0.1 2.6 0.13
H 2.3250 -4.9864 -2.0462 2.2 0.2 -0.8 0.10
H 3.8200 -3.2632 -0.8401 0.7 -1.0 -2.3 0.08
H 3.6239 -2.7901 -2.6562 1.2 -1.7 1.5 0.12
H 6.1004 -2.3618 -1.9093 -0.7 -2.4 -0.4 0.12
H 5.9555 -3.5884 -3.3343 -0.3 -0.1 2.6 0.15
H 5.6379 -1.7984 3.3020 1.3 1.0 -0.7 0.06
H 3.3620 -2.3578 1.7964 0.3 1.8 -0.9 0.07
C -0.2028 -2.2175 1.4393 0.1 -0.1 0.1 -0.10
C 0.0195 -0.7986 1.9412 -0.1 -0.3 0.2 -0.25
C -1.2474 -0.1676 2.5207 0.6 0.2 0.2 -0.22
C -2.2841 0.2984 1.4980 -0.7 -1.0 0.4 -0.27
P -2.0118 1.8370 0.6508 0.2 0.7 0.7 1.00
C -1.6187 3.0704 1.9193 0.5 0.2 0.2 -0.27
C -2.5194 3.2630 3.1381 -0.4 0.0 0.4 -0.23
C -3.8518 3.9899 2.9399 -0.2 0.0 0.0 -0.26
C -3.7616 5.3053 2.1780 -0.3 0.0 0.1 -0.10
C -3.5168 2.4084 -0.0881 -1.2 0.2 -0.3 -0.27
C -4.2456 1.6550 -1.1899 -0.4 -0.4 -0.5 -0.22
C -3.6501 1.7140 -2.5898 0.1 -0.2 -0.2 -0.26
C -3.1761 3.0862 -3.0389 0.0 0.0 -0.2 -0.10
C -0.5710 1.9209 -0.3802 1.4 0.4 -0.6 -0.26
C -0.3360 1.1849 -1.6943 -0.3 0.0 -0.8 -0.22
C -0.6806 -0.2999 -1.7486 0.1 -0.3 -0.5 -0.26
C 0.5459 -1.1980 -1.7642 0.1 -0.3 0.1 -0.11
H -0.9831 -2.2637 0.6771 0.0 -0.1 0.0 0.06
H 0.7219 -2.6103 1.0060 -0.2 0.0 0.0 0.07
H -0.4923 -2.8772 2.2644 0.0 0.1 -0.1 0.09
H 0.4243 -0.1880 1.1373 0.1 0.1 0.0 0.08
H 0.7784 -0.8352 2.7264 0.0 0.1 -0.1 0.12
H -0.9499 0.6766 3.1498 -0.1 0.0 0.0 0.10
H -1.7221 -0.8939 3.1940 0.0 0.2 -0.2 0.13
H -3.2221 0.4364 2.0525 0.0 0.2 -0.2 0.11
H -2.5077 -0.5010 0.7878 0.0 0.1 -0.1 0.09
H -1.4525 4.0300 1.4187 -0.1 -0.1 -0.1 0.10
H -0.6312 2.7834 2.3023 0.0 0.0 -0.2 0.10
H -1.9456 3.8387 3.8765 0.0 -0.2 -0.2 0.13
H -2.7230 2.2932 3.6040 0.1 0.1 0.0 0.10
H -4.2752 4.1981 3.9311 0.1 -0.1 -0.1 0.12
H -4.5775 3.3315 2.4582 0.0 0.0 0.0 0.09
H -3.1748 6.0378 2.7362 0.0 0.0 -0.1 0.09
H -4.7672 5.7157 2.0313 0.2 0.0 0.0 0.09
H -3.3165 5.1821 1.1900 0.0 0.1 0.0 0.05
H -3.4050 3.4597 -0.3690 0.2 -0.1 0.1 0.10
H -4.2392 2.4069 0.7308 0.3 0.1 0.3 0.09
H -5.2597 2.0726 -1.2521 0.2 0.0 0.2 0.13
H -4.3649 0.6054 -0.8954 -0.1 0.1 0.0 0.12
H -4.4005 1.3535 -3.3048 0.1 0.0 0.2 0.12
H -2.8379 0.9958 -2.6555 0.2 -0.1 0.0 0.07
H -4.0181 3.7754 -3.1482 0.1 0.0 0.0 0.09
H -2.6766 3.0051 -4.0103 -0.1 0.1 0.1 0.09
H -2.4537 3.5275 -2.3467 0.0 0.0 0.0 0.06
H 0.2931 1.7184 0.2617 -0.3 0.0 0.3 0.10
H -0.4666 2.9862 -0.6287 -0.1 0.0 0.3 0.11
H 0.7173 1.3264 -1.9727 -0.2 0.0 0.2 0.13
H -0.8829 1.7034 -2.4845 0.0 0.0 0.1 0.09
H -1.2300 -0.5060 -2.6755 -0.1 0.1 0.2 0.11
H -1.3445 -0.5842 -0.9352 -0.1 0.0 0.1 0.07
H 1.1114 -1.0637 -2.6921 -0.1 0.0 0.1 0.08
H 0.2447 -2.2487 -1.7087 0.2 0.1 0.0 0.08
H 1.2139 -0.9837 -0.9271 0.0 -0.1 0.0 0.07
```
Positions in Å, forces in eV/Å.

Record 3
Entry from the Open Molecules 2025 dataset: one molecule with the formula C4H6N2 in a non-equilibrium geometry (ωB97M-V/def2-TZVPD).

## Properties
- Energy relative to the best compared isomer or geometry (same formula, charge and spin): 3.1641 eV
- Highest occupied orbital energy (alpha / beta): -0.2199 / -0.3424 Ha
- <S²>: 2.009
- HOMO-LUMO gap (alpha / beta): 6.92 / 6.35 eV
- E_tot: -265.25407 Eh
- Multiplicity: 3

Geometry as XYZ:
```
12
Properties=species:S:1:pos:R:3:forces:R:3:mulliken_spin:R:1
C -0.7617 0.1160 -0.4889 -0.2 0.3 0.8 0.02
C -1.4040 -1.1685 -0.0004 0.7 6.9 0.9 0.70
C 0.5717 0.7782 -0.5051 2.2 -3.5 -1.4 0.16
C 1.3773 1.1103 0.7181 -1.7 2.0 -2.3 0.00
N -0.7533 1.2921 -0.9328 -0.9 -0.5 0.3 0.03
N -1.5150 -2.0824 -0.8604 0.3 -4.9 -1.7 1.00
H -1.4318 -1.1388 1.0545 0.3 -0.9 1.1 0.07
H 1.2230 0.2876 -1.3121 -0.8 1.2 0.7 -0.01
H 0.7169 1.6662 1.3030 -0.9 1.1 1.6 0.00
H 2.1323 1.7823 0.3911 1.0 0.5 0.0 0.01
H 1.7626 0.3376 1.2702 0.9 -2.2 1.0 0.01
H -1.9179 -2.9808 -0.6373 -0.7 0.0 -0.9 0.02
```
Positions in Å, forces in eV/Å.

Record 4
Entry from the Open Molecules 2025 dataset: C31H24ClN3O2PPr as an isolated structure in a non-equilibrium geometry (ωB97M-V/def2-TZVPD).

## Properties
- Energy relative to the best compared isomer or geometry (same formula, charge and spin): 3.5348 eV
- Highest occupied orbital energy (alpha / beta): -0.4566 / -0.4566 Ha
- <S²>: 2.005
- Total charge: +2
- HOMO-LUMO gap (alpha / beta): 4.56 / 4.79 eV
- E_tot: -2828.38476 Eh
- Multiplicity: 3

Geometry as XYZ:
```
63
Properties=species:S:1:pos:R:3:forces:R:3:mulliken_spin:R:1
Pr -1.0798 0.3221 0.7713 0.1 -0.1 -2.4 2.03
O -2.2484 3.5184 -2.0606 0.1 -0.8 0.2 0.00
C -2.7632 4.5367 -1.3805 -1.9 1.4 0.6 0.00
C -3.3153 5.7094 -2.1146 1.2 -2.2 1.3 0.00
C -4.1871 6.5324 -1.4753 0.4 0.9 -0.3 0.00
C -4.3840 6.4068 -0.0981 -1.8 1.7 1.5 0.00
C -3.7792 5.4653 0.6619 0.4 -0.9 0.7 0.00
C -2.9815 4.4629 0.0643 1.3 -1.8 -1.1 0.00
C -2.3952 3.2026 0.7444 -1.4 1.7 0.0 0.00
O -2.1268 2.1949 -0.1042 0.6 -1.4 2.4 -0.01
N -2.2713 3.0598 2.0718 0.7 -1.2 -1.2 0.00
N -1.7074 1.7574 2.3563 -2.0 1.3 2.5 0.00
C -2.0547 1.1923 3.5235 0.3 3.0 -2.9 0.00
C -1.6835 -0.1286 3.8541 0.6 -3.3 0.9 -0.01
C -0.9471 -1.1642 3.0984 0.1 0.3 1.6 0.01
C -0.9812 -2.5012 3.5621 -1.0 1.3 0.8 0.00
C -1.8115 -2.8428 4.6512 0.3 1.5 -0.9 0.00
C -2.3333 -1.7719 5.3877 -0.2 0.6 -0.6 0.00
N -2.2824 -0.4680 5.0016 0.0 -1.5 -0.2 0.00
H -2.2799 2.6926 -1.4113 0.3 2.0 -1.5 0.00
H -3.0368 5.9148 -3.1309 0.0 -0.5 -0.4 0.00
H -4.6133 7.3662 -2.0576 0.0 -0.5 0.5 0.00
H -5.0560 7.1143 0.4894 0.9 -0.8 -1.2 0.00
H -3.9787 5.4783 1.7354 0.2 -0.2 -0.3 0.00
H -2.7459 1.6942 4.2136 0.4 0.0 -0.3 0.00
H -0.0274 -0.9653 2.5325 -0.1 0.2 0.0 -0.01
H -0.3045 -3.2174 3.1517 0.1 -0.4 -0.5 0.00
H -2.0156 -3.8620 4.8965 0.2 -0.4 0.4 0.00
H -2.8812 -1.9391 6.3058 0.1 -0.1 0.1 0.00
Cl 1.1506 1.8656 -0.4472 -0.1 -0.7 0.0 0.00
C 1.6086 0.9083 -1.8907 0.8 0.3 -1.6 0.00
C 1.9909 1.7097 -2.9649 -0.1 -0.9 0.2 0.00
C 2.3196 1.1183 -4.1804 0.0 -0.2 0.6 0.00
C 2.2881 -0.2496 -4.3059 -0.1 -1.7 1.3 0.00
C 2.1636 -1.0977 -3.1676 -0.3 2.3 -0.8 0.00
C 1.7460 -0.4914 -1.9672 -0.3 0.7 -0.2 0.00
P 1.2001 -1.3685 -0.5351 0.5 -0.3 1.6 -0.01
C 0.7180 -2.9701 -1.0992 -1.0 0.1 -0.9 0.00
C -0.0627 -3.0974 -2.2431 0.7 -0.3 0.1 0.00
C -0.5124 -4.3391 -2.6036 -2.0 0.4 -1.7 0.00
C -0.3728 -5.4526 -1.8080 -0.8 -0.4 -0.1 0.00
C 0.2760 -5.3041 -0.6217 0.6 0.9 -0.3 0.00
C 0.8662 -4.0794 -0.3288 0.5 -1.0 1.2 0.00
C 2.7763 -1.5791 0.3294 0.8 0.1 1.3 0.00
C 3.7215 -2.4633 -0.2142 0.2 1.3 -0.3 0.00
C 5.1021 -2.2221 -0.0482 -1.1 -0.4 0.4 0.00
C 5.5129 -1.2295 0.8257 0.6 0.2 0.2 0.00
C 4.5558 -0.4464 1.4726 -0.1 0.8 1.1 0.00
C 3.1969 -0.6297 1.3137 -1.6 -0.4 -1.3 0.00
H 2.0031 2.7607 -2.8625 0.0 1.0 0.1 0.00
H 2.7019 1.6943 -4.9943 -0.3 0.5 -0.5 0.00
H 2.2949 -0.7535 -5.2511 0.7 0.1 -0.5 0.00
H 2.4283 -2.1349 -3.2986 -0.5 -0.2 0.3 0.00
H -0.1804 -2.2726 -2.9024 -0.4 0.6 -0.4 0.00
H -1.1840 -4.3618 -3.4813 0.7 -0.3 0.3 0.00
H -0.8516 -6.4012 -2.0368 0.2 0.2 -0.2 0.00
H 0.3351 -6.1303 0.0183 0.4 -0.9 1.0 0.00
H 1.5373 -3.9960 0.4946 0.2 -0.1 0.9 0.00
H 3.3080 -3.2093 -0.8713 0.5 -0.3 -0.4 0.00
H 5.8243 -2.8003 -0.5927 0.2 -0.3 0.0 0.00
H 6.5993 -1.0904 1.0512 -1.2 0.1 -0.4 0.00
H 4.8276 0.3944 2.1117 0.4 -0.5 0.1 0.00
H 2.3834 -0.0419 1.8591 1.5 -0.5 -0.8 0.00
```
Positions in Å, forces in eV/Å.